C20H22FN3O2S | ωB97M-V/def2-TZVPD

The geometry in XYZ format:
```
49
Properties=species:S:1:pos:R:3:forces:R:3
C -2.83639 -5.71984 1.15064 -0.1 0.0 -0.2
O -1.89641 -5.42641 2.15587 0.2 0.1 0.2
C -1.66135 -4.12331 2.46762 0.1 0.1 0.1
C -0.73064 -3.89811 3.48488 -0.2 -0.1 -0.1
C -0.40830 -2.61732 3.87166 -0.1 0.1 -0.2
C -1.00752 -1.52168 3.25071 -0.2 -0.4 -0.3
N -0.66776 -0.22827 3.67806 0.3 0.0 0.2
C -0.83847 0.94688 3.00322 0.1 0.3 0.2
S -1.22797 2.29984 3.87669 -0.1 0.4 0.4
N -0.64553 0.96737 1.66216 -0.1 -0.2 0.2
C -0.95931 2.15990 0.90676 -0.5 0.2 -0.2
C -1.56906 1.77479 -0.43971 0.3 0.0 0.0
C -0.65019 0.84426 -1.23435 -0.3 -0.3 -0.1
N 0.51121 1.55204 -1.72803 0.0 0.1 0.4
C 0.91225 1.46704 -3.01862 0.2 0.1 0.1
O 0.32733 0.79609 -3.84579 -0.1 -0.1 -0.3
C 2.12292 2.27467 -3.35811 0.1 0.0 -0.2
C 3.15204 2.51499 -2.45242 -0.2 0.0 -0.2
C 4.25992 3.25046 -2.83171 0.2 0.2 -0.1
C 4.32378 3.74371 -4.12296 -0.1 -0.1 0.1
F 5.39897 4.46677 -4.49018 -0.1 -0.1 0.0
C 3.32230 3.50738 -5.04834 0.2 0.1 0.1
C 2.22658 2.76294 -4.65804 0.0 -0.1 0.2
C -0.24675 -0.35289 -0.36355 0.1 0.2 0.0
C 0.30201 0.10296 0.98619 0.1 -0.5 -0.2
C -1.95567 -1.74533 2.26050 0.2 0.1 0.3
C -2.27599 -3.03188 1.86386 0.0 -0.4 -0.1
H -2.85700 -6.80572 1.07540 0.0 0.1 0.0
H -3.83494 -5.35762 1.41551 0.0 0.0 0.0
H -2.53890 -5.29680 0.18563 0.0 0.0 0.0
H -0.27289 -4.75197 3.95775 0.1 -0.1 0.1
H 0.31032 -2.45415 4.66084 0.1 0.0 0.1
H -0.61192 -0.10232 4.68058 -0.1 0.1 -0.2
H -0.05385 2.76679 0.76658 0.0 0.0 0.1
H -1.66684 2.75596 1.48572 0.2 0.0 -0.1
H -2.51607 1.26199 -0.26640 -0.1 0.0 0.0
H -1.77289 2.67812 -1.01562 0.0 0.0 0.0
H -1.16532 0.47838 -2.12995 0.1 0.1 0.2
H 0.99045 2.17159 -1.09657 0.0 0.1 -0.2
H 3.11678 2.10453 -1.45366 0.0 0.0 0.1
H 5.07013 3.44085 -2.14565 0.1 0.0 0.0
H 3.41275 3.89778 -6.04937 0.0 0.1 -0.1
H 1.43138 2.54446 -5.35403 -0.1 0.0 -0.1
H -1.11954 -0.98562 -0.20406 0.0 -0.1 0.0
H 0.51010 -0.94253 -0.88187 0.0 0.0 0.0
H 1.23620 0.66385 0.83198 0.0 0.0 0.1
H 0.53012 -0.76179 1.60745 0.1 0.1 -0.1
H -2.46207 -0.90575 1.80979 0.0 0.1 -0.1
H -3.01797 -3.16712 1.09295 -0.1 -0.1 -0.1
```
Forces are in eV/Å.

Results
LUMO: 0.0191 Ha
HOMO level: -8.01 eV
energy above the lowest of the compared OMol25 structures with the same formula, charge and spin: 0.0000 eV
SMILES: COc1ccc(NC(=S)N2CCC(NC(=O)c3ccc(F)cc3)CC2)cc1
DFT total energy: -43215.989 eV
multiplicity: 1
HOMO-LUMO gap: 0.3135 Eh

Electronic structure analysis, Löwdin charges in units of e: number 1, C, carries -0.0888; number 2, O, carries -0.0848; number 3, C, carries -0.2787; number 4, C, carries 0.0028; number 5, C, carries -0.0144; number 6, C, carries -0.2725; number 7, N, carries 0.0372; number 8, C, carries -0.8306; number 9, S, carries 0.6496; number 10, N, carries -0.1229; number 11, C, carries -0.1972; number 12, C, carries -0.1054; number 13, C, carries -0.3033; number 14, N, carries 0.1077; number 15, C, carries -0.4453; number 16, O, carries 0.0727; number 17, C, carries -0.1369; number 18, C, carries -0.0263; number 19, C, carries -0.0013; number 20, C, carries -0.2719; number 21, F, carries 0.0639; number 22, C, carries 0.0069; number 23, C, carries -0.0052; number 24, C, carries -0.1016; number 25, C, carries -0.1329; number 26, C, carries -0.0296; number 27, C, carries -0.0114; number 28, H, carries 0.0935; number 29, H, carries 0.0959; number 30, H, carries 0.0956; number 31, H, carries 0.1197; number 32, H, carries 0.1166; number 33, H, carries 0.1189; number 34, H, carries 0.1275; number 35, H, carries 0.0668; number 36, H, carries 0.1223; number 37, H, carries 0.1231; number 38, H, carries 0.1458; number 39, H, carries 0.1193; number 40, H, carries 0.1109; number 41, H, carries 0.1192; number 42, H, carries 0.1202; number 43, H, carries 0.1221; number 44, H, carries 0.1054; number 45, H, carries 0.1264; number 46, H, carries 0.1299; number 47, H, carries 0.1178; number 48, H, carries 0.1174; number 49, H, carries 0.1059

C20H22N2O5 | ωB97M-V/def2-TZVPD

The geometry in XYZ format:
```
49
Properties=species:S:1:pos:R:3:forces:R:3
C -3.99991 -4.82689 -0.11605 0.1 0.4 0.0
C -3.17845 -3.54976 -0.20046 0.1 -0.3 -0.1
O -4.02958 -2.47042 0.13823 -0.1 0.0 0.0
C -3.51231 -1.21414 0.15828 -0.1 0.5 0.1
C -4.38469 -0.19464 0.52761 0.1 -0.3 -0.1
C -3.95701 1.11948 0.57839 0.2 0.1 0.0
C -2.64935 1.44731 0.25978 0.1 -0.2 -0.1
O -2.10101 2.71189 0.29126 0.2 -0.4 -0.1
C -2.94054 3.82487 0.51717 -0.2 0.4 -0.1
C -3.78193 4.18674 -0.70329 0.3 -0.2 0.2
C -1.76699 0.41872 -0.11265 -0.3 0.2 0.1
N -0.45655 0.80205 -0.41761 -0.3 0.5 0.1
C 0.59286 0.03621 -0.78868 0.4 0.3 -0.4
O 0.55959 -1.15571 -1.01023 0.0 -0.2 0.0
C 1.89050 0.83339 -0.91124 0.1 -0.1 0.2
C 2.46757 1.15458 0.48604 -0.6 -0.1 -0.1
O 3.80596 1.60033 0.38793 0.3 0.0 0.1
C 4.72626 0.61752 0.14518 0.2 -0.3 -0.1
C 5.92777 0.94591 -0.46324 -0.3 0.0 0.1
C 6.87644 -0.03555 -0.69445 0.0 0.0 0.0
C 6.62850 -1.34752 -0.32792 0.0 0.0 0.0
C 5.43743 -1.68153 0.29270 0.0 0.1 0.0
C 4.48581 -0.70360 0.53934 0.2 0.4 -0.1
N 3.30423 -0.98552 1.22441 0.2 -0.5 0.1
C 2.29739 -0.09355 1.35727 0.0 0.4 0.3
O 1.32838 -0.27526 2.05790 -0.2 0.0 0.0
C -2.19663 -0.89741 -0.16348 -0.1 -0.3 0.0
H -4.38688 -4.95330 0.89137 0.0 -0.1 0.1
H -3.38051 -5.68193 -0.37119 0.0 -0.1 0.0
H -4.83902 -4.77495 -0.80449 -0.1 0.0 -0.1
H -2.78647 -3.41587 -1.21776 0.0 0.0 0.1
H -2.33172 -3.59398 0.49728 0.0 0.1 -0.1
H -5.40270 -0.44725 0.77600 -0.1 0.0 0.0
H -4.66281 1.87795 0.87664 0.0 0.1 0.0
H -3.57610 3.65765 1.39475 0.1 0.0 0.0
H -2.24896 4.64098 0.74716 -0.2 -0.1 0.0
H -3.13431 4.39391 -1.55175 0.0 0.0 -0.1
H -4.37645 5.07046 -0.48899 -0.1 0.1 0.0
H -4.44589 3.36862 -0.97069 -0.1 0.0 -0.1
H -0.30119 1.78829 -0.25632 0.1 -0.1 -0.1
H 2.61254 0.21439 -1.44936 -0.1 0.0 0.0
H 1.73595 1.75902 -1.46726 0.0 0.0 0.0
H 1.91562 1.97741 0.95154 0.1 -0.3 0.0
H 6.10168 1.97276 -0.74169 0.0 0.1 0.0
H 7.80921 0.22709 -1.16851 0.1 0.0 0.0
H 7.36519 -2.11258 -0.51688 0.1 -0.1 0.0
H 5.24007 -2.69846 0.59723 0.0 -0.1 0.0
H 3.20259 -1.88804 1.66987 -0.1 0.2 0.0
H -1.48354 -1.64968 -0.44914 0.0 -0.1 0.0
```
Forces are in eV/Å.

Results
LUMO: 0.0249 Ha
HOMO level: -7.63 eV
energy above the lowest of the compared OMol25 structures with the same formula, charge and spin: 1.9531 eV
SMILES: CCOc1ccc(OCC)c(NC(=O)C[C@@H]2Oc3ccccc3NC2=O)c1
DFT total energy: -34315.380 eV
multiplicity: 1
HOMO-LUMO gap: 0.3052 Eh

Electronic structure analysis, Löwdin charges in units of e: number 1, C, carries -0.0668; number 2, C, carries -0.2597; number 3, O, carries -0.0508; number 4, C, carries -0.2645; number 5, C, carries -0.0044; number 6, C, carries -0.0199; number 7, C, carries -0.2032; number 8, O, carries -0.0733; number 9, C, carries -0.2457; number 10, C, carries -0.0617; number 11, C, carries -0.1262; number 12, N, carries 0.1635; number 13, C, carries -0.4723; number 14, O, carries 0.0833; number 15, C, carries -0.0122; number 16, C, carries -0.2032; number 17, O, carries 0.0242; number 18, C, carries -0.2124; number 19, C, carries 0.0016; number 20, C, carries -0.0895; number 21, C, carries -0.0924; number 22, C, carries -0.0179; number 23, C, carries -0.1680; number 24, N, carries 0.1824; number 25, C, carries -0.4284; number 26, O, carries 0.1049; number 27, C, carries 0.0658; number 28, H, carries 0.0762; number 29, H, carries 0.0745; number 30, H, carries 0.0760; number 31, H, carries 0.1279; number 32, H, carries 0.1285; number 33, H, carries 0.1167; number 34, H, carries 0.1074; number 35, H, carries 0.1165; number 36, H, carries 0.1233; number 37, H, carries 0.0787; number 38, H, carries 0.0772; number 39, H, carries 0.0680; number 40, H, carries 0.1429; number 41, H, carries 0.1345; number 42, H, carries 0.1312; number 43, H, carries 0.1652; number 44, H, carries 0.1197; number 45, H, carries 0.1019; number 46, H, carries 0.1017; number 47, H, carries 0.1136; number 48, H, carries 0.1699; number 49, H, carries 0.0952